{
  "formula": "C4H9NO2",
  "method": "ωB97M-V/def2-TZVPD",
  "elements": ["C", "O", "C", "C", "N", "O", "C", "H", "H", "H", "H", "H", "H", "H", "H", "H"],
  "positions_angstrom": [[-1.0670, -1.7529, -0.1488], [-1.1300, -0.8221, 0.9103], [0.1023, -0.1788, 1.1488], [0.4478, 0.7494, 0.0256], [1.4082, 0.5841, -0.7699], [2.2564, -0.5196, -0.6081], [-0.4270, 1.9314, -0.2665], [-2.0447, -2.2388, -0.2017], [-0.8543, -1.2680, -1.1135], [-0.2916, -2.5133, 0.0294], [0.9145, -0.9038, 1.2959], [-0.0283, 0.4064, 2.0632], [2.6868, -0.1512, -1.3731], [-0.4043, 2.6376, 0.5697], [-1.4590, 1.5895, -0.3836], [-0.1098, 2.4499, -1.1775]],
  "atomic_forces_ev_per_a": [[-0.03, -0.20, -0.20], [-0.11, -0.05, 0.10], [0.12, -0.05, 0.26], [-0.18, 0.04, 0.02], [-0.73, 0.94, -0.08], [-0.56, 0.63, 0.01], [-0.19, 0.07, 0.11], [0.17, 0.08, 0.00], [-0.03, -0.04, 0.15], [-0.12, 0.13, 0.01], [-0.17, 0.07, 0.01], [0.01, -0.11, -0.02], [1.82, -1.34, -0.58], [-0.05, -0.06, -0.05], [0.03, 0.09, 0.02], [0.00, -0.22, 0.24]],
  "e_homo_ev": -9.76,
  "e_lumo_ha": 0.0379,
  "orbital_gap_ha": 0.397,
  "smiles": "COC/C(C)=N\\O",
  "e_above_lowest_kcal_mol": 82.4
}

***

{
  "formula": "C4H9NO2",
  "method": "ωB97M-V/def2-TZVPD",
  "elements": ["C", "C", "N", "C", "O", "O", "C", "H", "H", "H", "H", "H", "H", "H", "H", "H"],
  "positions_angstrom": [[-1.8506, 0.8783, 0.7321], [-1.8977, -0.5596, 0.2330], [-0.5555, -1.0847, -0.0007], [0.2984, -1.4181, 0.7946], [1.1947, -1.7603, 1.4674], [1.3360, 0.5045, -1.6671], [2.5327, 0.4230, -0.9246], [-1.4077, 1.5367, -0.0209], [-2.8609, 1.2307, 0.9626], [-1.2485, 0.9473, 1.6444], [-2.4042, -1.2091, 0.9546], [-2.4450, -0.6262, -0.7099], [0.6868, -0.1080, -1.3001], [3.3287, -0.0568, -1.5106], [2.8593, 1.4374, -0.6708], [2.4336, -0.1350, 0.0160]],
  "atomic_forces_ev_per_a": [[0.00, 0.04, 0.02], [-0.23, 0.05, 0.07], [0.56, -0.28, 0.49], [0.03, -0.08, 0.01], [-0.57, 0.12, -0.36], [-0.25, -0.02, -0.11], [0.43, 0.06, 0.21], [-0.05, -0.09, 0.10], [0.13, -0.04, -0.07], [-0.10, 0.00, -0.11], [0.01, 0.11, -0.09], [0.12, 0.01, 0.12], [0.10, 0.07, -0.08], [-0.15, 0.07, 0.06], [0.01, -0.12, -0.04], [-0.07, 0.12, -0.22]],
  "e_homo_ev": -9.99,
  "e_lumo_ha": 0.0229,
  "orbital_gap_ha": 0.390,
  "smiles": "CCN=C=O.CO",
  "e_above_lowest_kcal_mol": 35.9
}

***

{
  "formula": "C4H9NO2",
  "method": "ωB97M-V/def2-TZVPD",
  "elements": ["C", "C", "C", "O", "N", "C", "O", "H", "H", "H", "H", "H", "H", "H", "H", "H"],
  "positions_angstrom": [[1.6587, -0.8097, -0.0002], [0.4438, 0.1187, -0.0086], [-0.0697, 0.4158, -1.4030], [-0.9775, 1.4834, -1.4288], [-0.6104, -0.4596, 0.7944], [-1.5223, 0.2326, 1.5682], [-2.0660, 1.2881, 1.3082], [1.9749, -1.0523, 1.0207], [2.4994, -0.3340, -0.5156], [1.4335, -1.7512, -0.5169], [0.7126, 1.0656, 0.4795], [0.7689, 0.6781, -2.0521], [-0.5166, -0.5216, -1.7833], [-1.5572, 1.4310, -0.6485], [-0.8126, -1.4465, 0.7011], [-1.3593, -0.3385, 2.4850]],
  "atomic_forces_ev_per_a": [[-0.02, -0.01, -0.10], [0.01, 0.19, -0.29], [0.34, -0.18, -0.27], [-0.20, 0.04, 0.03], [-0.12, 0.03, -0.61], [1.21, 0.01, -0.35], [0.62, -0.86, 0.50], [-0.13, 0.11, -0.18], [-0.14, -0.09, 0.06], [0.03, 0.12, 0.04], [-0.07, -0.09, -0.15], [-0.08, 0.06, -0.09], [0.06, 0.20, -0.08], [0.11, 0.07, -0.11], [0.47, -0.01, 0.35], [-2.08, 0.41, 1.24]],
  "e_homo_ev": -9.71,
  "e_lumo_ha": 0.0293,
  "orbital_gap_ha": 0.386,
  "smiles": "C[C@@H](CO)NC=O",
  "e_above_lowest_kcal_mol": 40.7
}